{"formula": "C17H19FN5ORuS", "method": "ωB97M-V/def2-TZVPD", "total_charge": 1, "de_lowest_kcal_mol": 0.00, "spin_multiplicity": 5, "e_tot_ha": -1600.92670, "lumo_ev": [-2.29, -4.22], "homo_lumo_gap_ev": [8.45, 7.29], "species": ["Ru", "C", "C", "N", "N", "C", "N", "S", "C", "C", "C", "C", "C", "N", "H", "H", "H", "H", "H", "H", "H", "H", "H", "N", "C", "O", "C", "C", "H", "H", "H", "H", "H", "H", "F", "C", "C", "C", "C", "C", "C", "H", "H", "H", "H"], "coordinates": [[1.041, 0.964, 0.302], [-2.895, -1.031, 1.402], [-1.487, -0.557, 1.314], [-1.177, 0.504, 0.393], [-2.044, 1.608, 0.737], [-1.413, 2.656, 1.155], [-2.135, 3.702, 1.601], [0.345, 2.904, 1.161], [-0.448, -1.015, 2.155], [-0.677, -1.990, 3.145], [0.360, -2.404, 3.950], [1.623, -1.849, 3.776], [1.786, -0.892, 2.787], [0.800, -0.485, 1.997], [-3.481, -0.620, 0.583], [-3.361, -0.706, 2.336], [-2.954, -2.121, 1.364], [-3.139, 3.651, 1.556], [-1.697, 4.586, 1.780], [-1.668, -2.401, 3.273], [0.190, -3.151, 4.714], [2.463, -2.141, 4.388], [2.752, -0.431, 2.622], [2.922, -1.441, -2.547], [2.573, -0.499, -1.683], [1.705, -0.733, -0.810], [3.236, 0.843, -1.702], [2.307, 1.879, -1.065], [2.481, -2.346, -2.501], [3.601, -1.264, -3.267], [3.556, 1.111, -2.712], [4.150, 0.726, -1.110], [1.648, 2.320, -1.818], [2.868, 2.692, -0.608], [-1.190, -0.717, -5.002], [-1.226, -0.425, -3.694], [-1.226, 0.898, -3.301], [-1.257, 1.192, -1.946], [-1.281, 0.161, -1.014], [-1.294, -1.164, -1.431], [-1.268, -1.463, -2.781], [-1.215, 1.681, -4.047], [-1.279, 2.221, -1.614], [-1.304, -1.966, -0.704], [-1.289, -2.485, -3.135]], "forces_ev_per_a": [[0.0348, -0.0405, -0.1017], [-0.0153, -0.0102, -0.0338], [0.0432, 0.0012, 0.0119], [0.0381, 0.0014, -0.0842], [0.0728, 0.0026, 0.0519], [-0.0486, -0.0504, -0.0470], [-0.0009, 0.0031, 0.0062], [-0.0185, 0.0626, 0.0289], [0.0227, 0.0129, 0.0158], [-0.0139, -0.0238, 0.0266], [-0.0045, -0.0031, -0.0009], [0.0073, 0.0235, -0.0196], [0.0185, 0.0197, -0.0133], [-0.1494, -0.0833, 0.0829], [0.0000, 0.0051, 0.0065], [-0.0014, 0.0001, 0.0042], [0.0028, 0.0013, 0.0082], [-0.0005, 0.0139, 0.0001], [0.0137, -0.0072, 0.0022], [-0.0029, 0.0048, -0.0061], [-0.0009, 0.0036, -0.0012], [-0.0027, -0.0015, 0.0013], [0.0080, -0.0021, -0.0011], [0.0005, -0.0092, -0.0284], [0.0141, 0.0769, 0.0556], [-0.0178, -0.0484, -0.0235], [-0.0127, -0.0389, -0.0285], [0.0195, 0.0677, 0.0449], [0.0053, -0.0007, 0.0035], [0.0030, -0.0093, 0.0006], [-0.0065, 0.0018, -0.0037], [-0.0042, 0.0136, 0.0131], [0.0122, -0.0064, -0.0189], [0.0295, 0.0004, -0.0339], [-0.0020, 0.0051, 0.0001], [0.0009, -0.0208, 0.0133], [0.0066, 0.0217, 0.0080], [-0.0258, 0.0249, -0.0501], [-0.0615, 0.0131, 0.1212], [0.0348, -0.0200, 0.0228], [0.0034, 0.0110, -0.0352], [0.0000, -0.0021, 0.0005], [-0.0024, -0.0016, 0.0030], [-0.0008, -0.0103, -0.0128], [0.0013, -0.0019, 0.0103]]}

{"formula": "C17H19IN3OTi", "method": "ωB97M-V/def2-TZVPD", "de_lowest_kcal_mol": 0.00, "spin_multiplicity": 4, "e_tot_ha": -2045.82663, "lumo_ev": [0.03, -0.56], "homo_lumo_gap_ev": [4.99, 8.41], "species": ["C", "C", "H", "H", "H", "H", "H", "H", "C", "C", "C", "C", "H", "H", "H", "H", "N", "C", "C", "N", "C", "C", "C", "H", "H", "C", "H", "H", "Ti", "I", "O", "N", "C", "C", "C", "C", "C", "H", "H", "H", "H", "H"], "coordinates": [[2.403, 3.053, 0.452], [3.471, 2.057, -0.007], [2.030, 3.665, -0.374], [2.843, 3.735, 1.195], [1.524, 2.580, 0.901], [3.079, 1.354, -0.736], [4.333, 2.573, -0.453], [3.869, 1.486, 0.833], [-2.389, 1.267, -1.139], [-3.655, 1.150, -1.681], [-3.948, 0.024, -2.459], [-2.984, -0.944, -2.723], [-2.062, 2.162, -0.590], [-4.400, 1.930, -1.498], [-4.945, -0.086, -2.864], [-3.164, -1.815, -3.372], [-1.475, 0.258, -1.285], [-1.724, -0.813, -2.122], [-0.613, -1.742, -2.228], [0.507, -1.362, -1.517], [1.537, -2.251, -1.395], [0.418, -3.849, -2.799], [1.529, -3.479, -2.044], [2.348, -1.934, -0.741], [2.370, -4.161, -1.939], [-0.659, -2.975, -2.884], [-1.583, -3.201, -3.426], [0.382, -4.805, -3.306], [0.479, 0.547, -0.824], [1.017, 2.181, -2.789], [0.462, 0.596, 0.978], [0.179, 0.476, 2.340], [-1.059, 0.690, 2.843], [-1.329, 0.278, 4.156], [-0.297, 0.057, 5.057], [0.997, 0.077, 4.543], [1.193, 0.162, 3.173], [-1.836, 1.068, 2.165], [-2.350, 0.144, 4.513], [-0.497, -0.188, 6.111], [1.843, -0.013, 5.220], [2.158, 0.046, 2.714]], "forces_ev_per_a": [[0.2474, 0.5104, 0.1976], [0.0707, 0.3010, 0.4514], [0.2108, -0.0788, 0.0664], [-0.2203, -0.1621, -0.1313], [0.3467, 0.0382, 0.0449], [0.0999, -0.1620, -0.2719], [-0.3261, -0.1370, -0.0954], [-0.1029, -0.0516, 0.0663], [-0.4641, -0.7304, -0.3757], [0.6704, 0.6944, 0.6746], [0.1934, -1.0339, -0.5192], [-0.3851, 0.2035, 0.0269], [-0.1572, -0.5706, -0.1560], [0.3154, -0.3130, -0.1650], [0.0305, -0.0281, -0.1015], [-0.1653, 0.6439, 0.3815], [-0.1123, 0.5759, -0.6534], [0.3730, -0.1014, 0.4632], [-0.5368, 0.4448, 0.3542], [0.2579, -0.6138, -0.0644], [-0.4219, -0.5291, -0.6821], [-1.2831, 0.5086, -0.5585], [0.7887, 0.7305, 0.9815], [-0.0364, -0.1146, -0.2605], [-0.1591, 0.2475, 0.0595], [0.0816, -0.3712, -0.0919], [0.5310, -0.2360, 0.1216], [0.0178, 0.0284, 0.0284], [-0.1116, 0.0141, 0.1325], [0.0929, 0.3285, -0.5888], [-0.4160, -0.1727, 2.4914], [1.0656, 0.2814, -2.0259], [-2.9654, -0.4448, 0.6828], [-0.1438, 0.6122, -0.7890], [-0.8774, -0.4178, 0.9720], [1.1276, -0.1774, -1.4726], [1.4077, 0.0475, 2.0137], [0.5327, -0.4386, 0.2922], [0.0780, 0.5657, -0.3343], [0.1113, 0.1705, -0.6678], [0.0315, -0.2157, -0.4127], [0.2022, 0.1534, -0.0846]]}

{"formula": "C17H19IrNOSSe2SiTe2", "method": "ωB97M-V/def2-TZVPD", "de_lowest_kcal_mol": 0.00, "spin_multiplicity": 6, "e_tot_ha": -6920.07490, "lumo_ev": [-1.72, -3.32], "homo_lumo_gap_ev": [6.08, 4.92], "species": ["Ir", "Se", "Te", "Te", "Se", "S", "C", "N", "C", "C", "C", "C", "Si", "O", "C", "C", "C", "C", "C", "C", "C", "C", "C", "C", "C", "C", "H", "H", "H", "H", "H", "H", "H", "H", "H", "H", "H", "H", "H", "H", "H", "H", "H", "H", "H"], "coordinates": [[-0.557, -0.007, -0.071], [2.163, -0.129, 0.497], [3.320, 1.931, -0.086], [1.279, 3.819, 0.063], [-0.761, 2.468, 0.151], [-2.515, -0.167, -1.519], [-3.235, 0.452, -0.162], [-3.798, 0.904, 0.742], [-2.691, -3.692, 0.954], [-1.322, -4.108, 1.467], [-0.949, -3.319, 2.710], [-1.252, -5.599, 1.735], [0.002, -3.613, 0.054], [-0.009, -2.046, 0.113], [1.697, -4.328, 0.549], [2.288, -5.388, -0.131], [3.554, -5.831, 0.213], [4.248, -5.219, 1.243], [3.679, -4.152, 1.919], [2.413, -3.716, 1.573], [-0.618, -4.277, -1.615], [-0.792, -5.624, -1.916], [-1.217, -6.024, -3.172], [-1.482, -5.078, -4.148], [-1.311, -3.733, -3.868], [-0.882, -3.343, -2.612], [-3.455, -3.941, 1.692], [-2.942, -4.196, 0.024], [-2.729, -2.619, 0.781], [-1.690, -3.485, 3.493], [-0.911, -2.252, 2.498], [0.022, -3.627, 3.089], [-1.925, -5.852, 2.555], [-0.245, -5.900, 2.020], [-1.556, -6.173, 0.864], [1.765, -5.855, -0.952], [4.005, -6.650, -0.331], [5.241, -5.556, 1.499], [4.227, -3.657, 2.708], [1.977, -2.869, 2.083], [-0.584, -6.373, -1.166], [-1.338, -7.077, -3.389], [-1.818, -5.391, -5.126], [-1.508, -2.993, -4.631], [-0.735, -2.296, -2.392]], "forces_ev_per_a": [[0.3707, -1.7261, -0.0520], [-0.0815, 0.4565, -0.3229], [-0.4149, -0.3944, 0.1619], [-0.0877, -0.3174, 0.0741], [0.1557, 0.0202, -0.1100], [1.0560, -0.3221, -0.2649], [-0.7151, 0.2410, 0.1084], [0.0540, 0.1711, 0.5267], [0.0410, -0.0783, 0.1530], [1.2799, 0.2746, -1.4037], [-0.1236, -0.0455, -0.0409], [-0.1240, 0.1298, 0.1402], [-1.2394, -2.7916, 1.2431], [0.0651, 4.0494, -0.4619], [-0.6298, 0.4177, -0.5930], [0.0231, 0.0089, 0.0114], [0.0350, -0.1537, -0.0188], [0.0991, 0.0080, -0.0530], [0.0601, 0.0034, 0.1202], [0.0123, 0.0826, -0.0082], [0.5673, 0.4157, 0.4819], [0.0353, -0.0761, 0.0630], [-0.0478, -0.1327, 0.0061], [-0.0225, -0.0270, -0.0791], [-0.0906, 0.0016, -0.1718], [0.0371, 0.0312, 0.0256], [-0.1959, 0.0047, 0.1004], [-0.0731, -0.0673, -0.1203], [-0.0723, 0.1699, -0.0446], [-0.0883, -0.0052, 0.2028], [-0.0290, 0.1259, 0.0592], [0.1389, -0.0486, 0.1590], [-0.1247, -0.1836, 0.1476], [0.1155, -0.1067, 0.0473], [-0.0620, -0.1504, -0.1139], [-0.0308, -0.0767, -0.1039], [0.0288, -0.0497, -0.0173], [0.0895, -0.0438, 0.0525], [0.0379, 0.0273, 0.0753], [-0.0077, 0.1049, 0.1428], [0.0081, -0.1167, 0.0527], [-0.0248, -0.0297, -0.0133], [-0.0151, -0.0132, -0.0816], [-0.0213, 0.0567, -0.0388], [0.0117, 0.1555, -0.0411]]}